[1]
The following is a DFT calculation (ωB97M-V/def2-TZVPD) of a 2-piece molecular cluster, C17H19N overall at a distorted geometry.

```
37
Properties=species:S:1:pos:R:3:forces:R:3
C 0.102 -2.923 -0.533 0.39 -0.65 -0.28
C 1.300 -2.084 -0.082 -0.56 0.09 1.78
C 1.238 -1.521 1.335 -1.75 1.13 0.07
C 2.207 -1.172 2.215 0.18 -1.13 -0.50
N 1.787 -0.190 3.100 -0.17 0.08 -0.38
C 0.489 0.140 2.768 -1.61 0.02 0.28
C -0.373 1.073 3.397 1.91 -1.21 -0.98
C -1.595 1.281 2.776 2.07 0.38 1.02
C -1.846 0.610 1.585 -3.07 0.15 0.34
C -1.176 -0.477 1.081 0.63 1.14 1.25
C 0.064 -0.671 1.709 1.36 -1.13 -1.03
H 0.022 -2.874 -1.618 -0.12 0.19 -0.10
H -0.846 -2.624 -0.105 0.10 -0.11 0.01
H 0.254 -3.986 -0.334 -0.04 0.06 0.32
H 2.205 -2.688 -0.132 0.26 0.47 -0.75
H 1.246 -1.128 -0.606 0.75 -0.37 -0.85
H 3.204 -1.587 2.199 0.14 0.31 0.34
H 2.023 -0.181 4.068 0.55 0.03 0.39
H 0.163 1.583 4.187 -1.00 0.51 0.49
H -2.226 2.007 3.262 -0.54 0.12 -0.55
H -2.809 0.918 1.176 0.09 -0.43 -0.37
H -1.635 -1.074 0.315 0.32 0.20 -0.28
C 1.663 1.865 -1.195 -0.52 -0.51 0.46
C 0.354 1.389 -1.773 0.30 -0.24 -0.15
C -0.880 1.632 -1.192 -0.26 0.19 0.07
C -2.065 1.206 -1.777 0.07 0.45 -1.27
C -2.045 0.604 -3.029 0.71 -0.17 0.10
C -0.806 0.283 -3.565 0.30 0.06 -0.60
C 0.389 0.635 -2.950 -0.92 -0.45 0.51
H 2.081 1.057 -0.584 0.28 0.04 -0.17
H 1.551 2.705 -0.514 -0.09 0.20 -0.15
H 2.317 2.110 -2.022 0.39 0.11 0.12
H -0.974 2.162 -0.256 0.33 0.17 0.03
H -3.011 1.541 -1.417 -0.46 -0.04 0.68
H -2.922 0.372 -3.618 -0.23 0.05 0.28
H -0.745 -0.164 -4.551 -0.10 -0.29 0.10
H 1.296 0.173 -3.317 0.31 0.57 -0.21
```
Forces are in eV/Å.

The HOMO-LUMO gap comes out at 8.85 eV. Its HOMO energy is -7.89 eV.

[2]
The following is a DFT calculation (ωB97M-V/def2-TZVPD) of C17H19N2O3ReS4Sb as an isolated structure at a distorted geometry.

```
47
Properties=species:S:1:pos:R:3:forces:R:3
Re 0.526 -1.864 1.488 -1.78 -1.87 -0.40
N 1.716 -5.233 3.497 0.02 0.02 -0.21
C 1.155 -4.097 3.216 -0.13 -0.04 0.45
O 1.179 -3.667 1.997 0.58 0.56 -0.42
C 0.447 -3.256 4.220 0.01 0.16 -0.06
C 0.109 -1.890 3.602 0.10 0.09 -0.70
H 2.168 -5.776 2.771 0.02 -0.03 0.01
H 1.717 -5.608 4.437 -0.03 0.03 0.04
H 1.053 -3.157 5.122 -0.01 -0.04 0.03
H -0.464 -3.785 4.514 0.01 -0.05 -0.01
H 0.756 -1.108 4.014 0.01 0.00 -0.01
H -0.924 -1.615 3.795 0.00 0.03 0.02
S -2.527 -2.373 -2.896 0.21 -0.20 0.15
Sb -1.271 -3.921 -1.507 0.24 0.62 -0.35
S -1.464 -2.634 0.819 1.07 0.68 0.44
S 0.919 -1.065 -1.408 -0.32 0.04 0.28
S 0.942 -2.984 -2.131 -0.31 -0.58 0.00
C -2.095 3.978 -3.342 -0.09 0.15 -0.16
O -1.689 3.034 -2.319 -0.02 0.03 0.00
C -1.417 1.779 -2.626 -0.04 -0.20 0.25
C -1.591 1.246 -3.973 -0.03 0.08 -0.10
C -1.629 -0.069 -4.184 -0.07 0.06 -0.03
C -1.241 -1.069 -3.150 -0.34 -0.21 0.00
C -0.873 -0.502 -1.777 0.54 -0.14 0.18
C -1.117 0.938 -1.594 0.33 0.22 -0.03
N -1.520 1.407 -0.273 -0.06 0.03 -0.19
C -0.850 1.949 0.671 0.02 0.08 0.11
C 0.607 2.142 0.743 0.00 -0.49 -0.05
C 1.138 3.415 0.590 -0.05 0.04 -0.02
C 2.496 3.632 0.781 0.04 -0.01 0.00
C 3.329 2.584 1.152 0.00 0.11 -0.01
C 2.813 1.313 1.324 -0.17 -0.40 0.07
C 1.456 1.094 1.128 0.35 0.77 -0.36
O 0.948 -0.169 1.281 -0.03 0.50 0.95
H -2.197 4.928 -2.831 0.01 -0.02 0.04
H -3.053 3.694 -3.773 0.01 -0.06 0.04
H -1.332 4.061 -4.114 0.03 -0.03 0.05
H -1.801 1.937 -4.777 0.05 -0.07 -0.03
H -1.875 -0.455 -5.166 0.04 0.00 0.00
H -0.393 -1.606 -3.580 0.05 0.05 0.01
H -1.405 -1.040 -1.000 -0.18 0.01 -0.02
H -2.532 1.399 -0.137 -0.02 0.04 0.09
H -1.432 2.316 1.516 -0.11 -0.03 -0.07
H 0.487 4.235 0.312 0.02 0.02 0.04
H 2.902 4.626 0.652 -0.01 0.00 -0.01
H 4.384 2.757 1.315 -0.01 0.00 -0.02
H 3.447 0.480 1.602 0.03 0.05 0.01
```
Forces are in eV/Å.

Its charge is +3. The HOMO-LUMO gap (alpha / beta) comes out at 5.58 / 5.58 eV. Its HOMO energy (alpha / beta) is -16.87 / -16.87 eV.